[1]
ORCA calculation (ωB97M-V with the def2-TZVPD basis set) on 2 unconnected molecules or ions with the total composition C5H14.

Last column: Mulliken charge in e.
Cartesian coordinates (Å):
C 0.8959 2.4477 0.7778  -1.154
C 0.4552 1.3509 -0.1638  0.042
C 1.4066 0.9452 -1.3002  -1.293
H 0.7848 3.3534 0.1367  0.285
H 0.0260 2.6971 1.3973  0.325
H 1.7417 2.2990 1.4337  0.362
H -0.5956 1.4414 -0.4649  0.385
H 0.5663 0.4005 0.4004  0.011
H 0.9822 0.1617 -1.9264  0.328
H 2.4109 0.8830 -0.8507  0.330
H 1.7047 1.7229 -1.9937  0.377
C -1.7305 -1.9506 0.8972  -0.637
C -0.9783 -2.6699 -0.2480  -0.729
H -2.8086 -1.8961 0.8074  0.314
H -1.6553 -2.5434 1.8209  0.246
H -1.3097 -0.9607 0.9825  0.083
H -0.7608 -3.6786 0.1036  0.287
H -0.0620 -2.1675 -0.5113  0.206
H -1.6408 -2.7333 -1.1156  0.233

As for the calculated total energy: -198.8498 a.u. Its SMILES is CCC.CC. As for the LUMO energy: 1.12 eV. As for the spin multiplicity: 1.

=====

[2]
ORCA calculation (ωB97M-V with the def2-TZVPD basis set) on 2 unconnected molecules or ions with the total composition C22H21O.

Last column: Mulliken charge in e.
Cartesian coordinates (Å):
C -5.3798 0.3556 -0.8961  -0.353
C -4.7077 1.1292 0.0628  -0.716
C -3.3618 0.8930 0.3467  -0.347
C -2.6653 -0.1584 -0.2901  -0.094
C -1.2400 -0.4067 -0.0371  0.295
C -0.3476 0.6678 0.1649  -0.382
C 1.0152 0.5928 0.4381  -0.342
C 1.8166 1.7134 0.8893  0.634
C 3.1351 1.5054 1.3512  -0.376
C 3.9266 2.5733 1.7476  -0.714
C 3.4131 3.8835 1.7129  -0.426
C 2.0969 4.1008 1.2743  -0.700
C 1.3026 3.0265 0.8755  -0.439
C -0.7845 -1.7954 0.0244  0.401
C 0.4674 -2.1801 -0.4845  -0.385
C 0.9188 -3.4912 -0.4174  -0.947
C 0.1424 -4.4583 0.2325  -0.333
C -1.1206 -4.1076 0.7382  -0.811
C -1.5897 -2.8012 0.6200  -0.029
C -3.3699 -0.9575 -1.2230  -0.117
C -4.6945 -0.6769 -1.5553  -0.750
H -6.4277 0.5565 -1.1405  0.391
H -5.2468 1.9169 0.5908  0.392
H -2.8437 1.5009 1.0925  0.463
H -0.7991 1.6622 0.0901  0.508
H 1.4457 -0.3738 0.6628  0.840
H 3.5184 0.4851 1.4100  0.400
H 4.9366 2.3954 2.1152  0.404
H 4.0292 4.7271 2.0378  0.389
H 1.6718 5.1031 1.2693  0.413
H 0.2723 3.1975 0.5641  0.310
H 1.0932 -1.4269 -0.9525  0.803
H 1.8822 -3.7418 -0.8616  0.425
H 0.5188 -5.4832 0.3235  0.394
H -1.7284 -4.8635 1.2360  0.404
H -2.5724 -2.5382 1.0199  0.511
H -2.8444 -1.7785 -1.7154  0.470
H -5.1919 -1.2765 -2.3205  0.391
C 3.5701 -0.0377 -1.8446  -0.782
O 2.2494 0.1611 -1.3368  -0.355
H 4.0714 -0.7115 -1.1458  0.292
H 3.5335 -0.5073 -2.8362  0.296
H 4.1433 0.8987 -1.8916  0.300
H 1.7452 0.7262 -1.9415  0.272

As for the calculated total energy: -925.8841 a.u. Its charge is +1. As for the LUMO energy: -5.08 eV. As for the spin multiplicity: 1.

=====

[3]
ORCA calculation (ωB97M-V with the def2-TZVPD basis set) on a gas-phase ion, F2H2O2P (charge +1).

Last column: Mulliken charge in e.
Cartesian coordinates (Å):
O -1.0079 1.1564 0.0909  -0.325
O 1.4273 0.2114 0.1320  -0.386
F -0.5748 -1.2646 1.0614  -0.279
F -0.3495 -0.6358 -1.5857  -0.091
P -0.0423 -0.0361 -0.1920  1.222
H -1.6731 0.9985 0.7126  0.382
H 2.2203 -0.4298 -0.2193  0.477

As for the calculated total energy: -692.5411 a.u. Its charge is +1. As for the LUMO energy: -5.69 eV. As for the spin multiplicity: 1.